Record 1
{"formula": "C18H23ClN4O2", "method": "ωB97M-V/def2-TZVPD", "symbols": ["Cl", "O", "O", "N", "N", "N", "N", "C", "C", "C", "C", "C", "C", "C", "C", "C", "C", "C", "C", "C", "C", "C", "C", "C", "C", "H", "H", "H", "H", "H", "H", "H", "H", "H", "H", "H", "H", "H", "H", "H", "H", "H", "H", "H", "H", "H", "H", "H"], "coordinates": [[4.025, 0.616, 2.454], [-3.803, -2.327, -2.806], [-0.928, 3.080, 4.146], [2.408, -2.121, -0.037], [-1.602, 1.726, 0.135], [-3.585, -0.360, -1.832], [0.560, -2.111, -1.398], [-0.898, -2.005, -1.191], [-0.972, 3.974, 3.037], [-0.723, 1.931, 0.914], [1.297, -0.036, -0.384], [1.066, -3.123, -2.342], [0.440, 2.221, 1.734], [-0.825, 1.664, 3.900], [0.263, 3.730, 2.153], [1.780, 2.085, 0.947], [0.412, 1.347, 3.001], [2.071, 0.626, 0.560], [0.374, -2.945, -3.722], [-1.532, -1.642, -2.530], [3.069, -0.147, 1.189], [-3.043, -1.481, -2.383], [1.435, -1.414, -0.607], [-1.186, -2.716, -3.582], [3.231, -1.494, 0.848], [1.803, 2.664, -0.005], [-1.153, -1.277, -0.414], [-1.554, -3.663, -3.179], [-1.907, 3.770, 2.465], [-1.666, -2.481, -4.553], [0.897, -4.122, -2.000], [-0.648, 1.146, 4.854], [-4.585, -0.258, -1.929], [0.518, -3.833, -4.388], [-1.768, 1.291, 3.470], [-1.088, -0.689, -2.844], [0.498, 0.456, -0.960], [-2.953, 0.402, -1.684], [3.975, -2.124, 1.367], [2.127, -2.994, -2.481], [-0.984, 5.033, 3.414], [1.128, 4.055, 2.711], [1.319, 1.494, 3.576], [0.361, 0.301, 2.680], [0.838, -2.141, -4.278], [2.599, 2.500, 1.542], [-1.319, -2.972, -0.859], [0.229, 4.365, 1.293]], "lowdin_charge": [0.6724, 0.0481, -0.1522, 0.1362, 0.1978, 0.1704, -0.0795, -0.1017, -0.1824, -0.1635, 0.0338, -0.1401, -0.4119, -0.1539, -0.1023, -0.0928, -0.0947, -0.2266, -0.1517, -0.2407, -0.5732, -0.5187, -0.3183, -0.1353, -0.1250, 0.1448, 0.1181, 0.1139, 0.1253, 0.1260, 0.1065, 0.1278, 0.1136, 0.1157, 0.1247, 0.1476, 0.1159, 0.0575, 0.1146, 0.1097, 0.1403, 0.1225, 0.1143, 0.1297, 0.0942, 0.0841, 0.1427, 0.1162], "e_lumo_ev": 0.475, "smiles": "N#CC1(Cc2cc(N3CCC[C@@H](C(N)=O)C3)ncc2Cl)CCOCC1", "e_tot_ha": -1529.40422, "homo_lumo_gap_ha": 0.3192}



Record 2
{"formula": "C18H23ClNO2", "method": "ωB97M-V/def2-TZVPD", "symbols": ["Cl", "O", "O", "N", "C", "C", "C", "C", "C", "C", "C", "C", "C", "C", "C", "C", "C", "C", "C", "C", "C", "C", "H", "H", "H", "H", "H", "H", "H", "H", "H", "H", "H", "H", "H", "H", "H", "H", "H", "H", "H", "H", "H", "H", "H"], "coordinates": [[-0.289, 4.010, 0.405], [1.567, -0.638, 1.044], [1.660, 2.202, 1.255], [-4.012, 0.022, -0.222], [-6.434, -0.085, 0.244], [2.938, 1.637, 1.507], [-1.523, 1.753, -0.371], [0.655, 1.512, 0.700], [-5.336, -0.388, -0.758], [5.183, -0.518, -0.640], [1.701, -2.010, 0.706], [-1.611, 0.376, -0.515], [3.883, 0.877, -2.089], [0.549, 0.105, 0.559], [0.988, -2.927, 1.694], [3.270, 1.451, -0.988], [4.839, -0.109, -1.918], [-0.585, -0.432, -0.040], [3.600, 1.033, 0.294], [-2.846, -0.214, -1.133], [-0.407, 2.301, 0.231], [4.564, 0.047, 0.460], [-6.285, -0.630, 1.172], [-0.087, -2.760, 1.694], [-7.393, -0.386, -0.167], [-6.486, 0.979, 0.463], [5.319, -0.553, -2.776], [-4.026, 1.028, -0.001], [2.537, 2.231, -1.130], [1.368, -2.185, -0.323], [-2.286, 2.416, -0.749], [-5.507, 0.153, -1.691], [3.617, 1.208, -3.081], [2.879, 0.898, 2.313], [3.524, 2.493, 1.862], [1.182, -3.963, 1.430], [-3.072, 0.268, -2.087], [2.779, -2.192, 0.749], [-3.839, -0.466, 0.666], [4.831, -0.273, 1.457], [-0.671, -1.501, -0.152], [5.936, -1.280, -0.500], [-2.740, -1.287, -1.295], [-5.299, -1.457, -0.978], [1.361, -2.746, 2.698]], "lowdin_charge": [0.7697, -0.0547, -0.0494, 0.0409, -0.0602, -0.1072, -0.0821, -0.2237, -0.1879, -0.0768, -0.2156, -0.2373, -0.0689, -0.1632, -0.0509, -0.0267, -0.0834, 0.0384, -0.2081, -0.0824, -0.5634, -0.0515, 0.0864, 0.0649, 0.0934, 0.0871, 0.1043, 0.1754, 0.1192, 0.1268, 0.1132, 0.1376, 0.1058, 0.1338, 0.1483, 0.0840, 0.1451, 0.1235, 0.1939, 0.1207, 0.1108, 0.1069, 0.1408, 0.1377, 0.0848], "total_charge": 1, "e_lumo_ev": -2.900, "smiles": "CC[NH2+]Cc1cc(Cl)c(OCc2ccccc2)c(OCC)c1", "e_tot_ha": -1364.87660, "homo_lumo_gap_ha": 0.3012}



Record 3
{"formula": "C18H23CrI2N5O6S", "method": "ωB97M-V/def2-TZVPD", "symbols": ["I", "I", "Cr", "S", "O", "O", "O", "O", "O", "O", "N", "N", "N", "N", "N", "C", "C", "C", "C", "C", "C", "C", "C", "C", "C", "C", "C", "C", "C", "C", "C", "C", "C", "H", "H", "H", "H", "H", "H", "H", "H", "H", "H", "H", "H", "H", "H", "H", "H", "H", "H", "H", "H", "H", "H", "H"], "coordinates": [[0.185, 1.036, 5.064], [5.986, -0.093, 4.023], [-0.041, -0.160, 0.091], [-6.333, 2.459, -2.532], [-0.239, -1.611, -0.880], [-5.032, 2.597, -3.154], [-6.233, 0.582, 1.774], [-7.289, 1.537, -3.087], [-4.796, 0.162, 3.336], [0.119, 0.325, 1.929], [1.989, -0.323, 0.251], [-5.116, 0.312, 2.181], [-2.101, 0.092, 0.231], [-4.252, 0.296, -0.158], [0.125, 2.009, -0.242], [-2.741, 0.094, 1.445], [2.887, -0.613, -0.668], [1.688, 0.487, 3.740], [4.249, -0.717, -0.365], [-2.769, 0.238, -2.181], [-5.496, 0.489, -0.917], [4.671, -0.526, 0.924], [1.348, 0.239, 2.437], [-4.064, 0.222, 1.209], [-6.129, 5.224, -2.533], [4.034, 0.046, 3.302], [0.267, -2.803, -1.443], [3.741, -0.204, 1.938], [-5.998, 1.941, -0.856], [2.396, -0.107, 1.542], [-3.032, 0.211, -0.716], [3.031, 0.380, 4.167], [-7.101, 4.063, -2.364], [-0.217, -3.663, -0.984], [-5.227, 2.621, -0.490], [5.720, -0.623, 1.175], [-7.886, 4.050, -3.120], [-3.364, -0.513, -2.702], [-5.488, 5.345, -1.659], [-2.221, 0.024, 2.386], [4.952, -0.953, -1.151], [0.989, 2.379, 0.142], [-6.253, -0.187, -0.542], [-5.494, 5.074, -3.403], [-5.268, 0.200, -1.938], [0.080, 2.296, -1.216], [1.346, -2.902, -1.304], [-3.029, 1.206, -2.614], [-7.576, 4.051, -1.381], [2.524, -0.774, -1.675], [3.265, 0.568, 5.207], [0.051, -2.819, -2.512], [-6.690, 6.147, -2.670], [-1.721, 0.011, -2.355], [-0.637, 2.464, 0.251], [-6.893, 2.034, -0.244]], "lowdin_spin": [0.0026, 0.0014, 2.8476, 0.0000, 0.0336, 0.0000, 0.0001, 0.0000, -0.0003, 0.0333, -0.0120, -0.0001, 0.0011, 0.0028, 0.0084, 0.0040, 0.0154, 0.0115, -0.0022, 0.0038, 0.0002, 0.0138, -0.0026, 0.0002, 0.0000, 0.0104, 0.0111, -0.0008, 0.0002, 0.0037, 0.0077, -0.0038, 0.0000, -0.0009, 0.0000, 0.0008, 0.0000, 0.0004, 0.0000, -0.0001, -0.0004, 0.0018, 0.0000, 0.0000, 0.0000, 0.0007, 0.0035, 0.0003, 0.0000, 0.0012, -0.0005, -0.0023, 0.0000, 0.0023, 0.0021, 0.0000], "total_charge": 1, "e_lumo_ev": [-3.238, -3.505], "e_tot_ha": -3462.76964, "homo_lumo_gap_ha": [0.2724, 0.2670], "spin_multiplicity": 4, "s2": 3.78}



Record 4
{"formula": "C18H23F2N5O3S", "method": "ωB97M-V/def2-TZVPD", "symbols": ["S", "F", "F", "O", "O", "O", "N", "N", "N", "N", "N", "C", "C", "C", "C", "C", "C", "C", "C", "C", "C", "C", "C", "C", "C", "C", "C", "C", "C", "H", "H", "H", "H", "H", "H", "H", "H", "H", "H", "H", "H", "H", "H", "H", "H", "H", "H", "H", "H", "H", "H", "H"], "coordinates": [[6.005, 0.690, -3.502], [-5.196, 0.196, 2.019], [-7.042, 1.314, 2.347], [2.199, -3.770, -1.738], [0.473, 3.173, 1.422], [1.578, -0.090, -2.255], [5.433, -1.778, -3.206], [-0.530, 1.159, 1.041], [3.289, -3.103, -2.266], [1.589, -1.432, -0.428], [7.597, -1.349, -4.167], [6.476, -1.011, -3.680], [-0.837, -0.642, -0.421], [-0.538, 2.506, 1.392], [2.031, -1.038, -1.643], [4.467, 0.251, -2.820], [-5.068, 1.939, 3.675], [-5.689, 1.421, 2.383], [-0.640, -1.560, 0.755], [3.198, -1.831, -2.203], [4.329, -1.079, -2.735], [-1.909, 3.093, 1.655], [0.802, 0.562, 0.893], [0.512, -0.760, 0.221], [-4.146, 2.839, 2.807], [-1.329, 0.752, -0.134], [-5.063, 2.556, 1.581], [-2.736, 2.294, 2.658], [2.355, -5.164, -1.983], [3.270, -5.534, -1.521], [-5.786, 3.346, 1.392], [-2.239, 2.305, 3.632], [-4.584, 2.255, 0.649], [5.453, -2.784, -3.207], [-5.796, 2.502, 4.255], [-1.011, -1.066, -1.399], [3.731, 0.985, -2.545], [1.940, -2.295, -0.047], [-2.784, 1.246, 2.348], [-0.636, -2.619, 0.534], [-1.048, -1.278, 1.717], [-2.439, 3.151, 0.698], [1.488, -5.641, -1.533], [-4.586, 1.186, 4.297], [-4.122, 3.885, 3.111], [1.445, 1.165, 0.244], [-2.397, 0.792, 0.093], [-1.119, 1.395, -0.996], [1.279, 0.470, 1.869], [7.710, -2.359, -4.199], [2.375, -5.362, -3.055], [-1.756, 4.117, 1.995]], "lowdin_charge": [1.0303, 0.0734, 0.0828, -0.1910, 0.0973, 0.0969, 0.0653, -0.0439, 0.1072, 0.1692, 0.0494, -0.7231, -0.1593, -0.4464, -0.4024, -0.3374, -0.0230, -0.5317, 0.0048, -0.1205, -0.3083, -0.0975, -0.0603, -0.3744, -0.2718, -0.0905, -0.0218, -0.1679, -0.0728, 0.0835, 0.1263, 0.1306, 0.1138, 0.1404, 0.1247, 0.1479, 0.0773, 0.1453, 0.1089, 0.1100, 0.1137, 0.1183, 0.0875, 0.1239, 0.1400, 0.1311, 0.1161, 0.1407, 0.1378, 0.0387, 0.0844, 0.1266], "e_lumo_ev": 0.144, "smiles": "[H]/N=c1\\[nH]c(/C(=N/OC)C(=O)N[C@]23C[C@H]2CN(C(=O)CCC2CC(F)(F)C2)C3)cs1", "e_tot_ha": -1797.06072, "homo_lumo_gap_ha": 0.2927}